No. 1
Here is 4 unconnected molecules or ions with the total composition C25H41FIO17P3S at a distorted geometry from OMol25. Energies are from the ωB97M-V functional and the def2-TZVPD basis.

Summary:
Structure (SMILES): CC[C@@H](I)c1c(CC(=O)F)ccc2c1C(=O)C=C(S(C)(=O)=O)C2=O.COP(=O)(OC)OC.COP(=O)(OC)OC.COP(=O)(OC)OC

Last columns: bonded neighbours and bond lengths (Å).
Positions of all 89 atoms, in Å:
1 C -2.40760 -0.39271 4.25558  C2 1.605, H25 1.156, H26 1.159, H27 1.142
2 C -2.76379 -0.33028 2.69222  C1 1.605, C3 1.616, H28 1.153, H29 1.157
3 C -2.67313 1.13609 2.01870  C2 1.616, I4 2.183, C5 1.620, H30 1.155
4 I -2.29557 2.76698 3.41953  C3 2.183
5 C -1.60623 1.08648 0.80076  C3 1.620, C6 1.577, C14 1.545
6 C -0.09943 0.68642 1.03553  C5 1.577, C7 1.617, C11 1.567
7 C 0.49331 0.34036 2.49922  C6 1.617, C8 1.606, H31 1.158, H32 1.138
8 C 0.42776 -1.23071 2.82798  C7 1.606, O9 1.237, F10 1.443
9 O 0.54761 -1.64619 3.98722  C8 1.237
10 F 0.26286 -2.21059 1.78173  C8 1.443
11 C 0.94159 0.58867 -0.13179  C6 1.567, C12 1.547, H33 1.149
12 C 0.48679 0.89473 -1.57845  C11 1.547, C13 1.541, H34 1.149
13 C -0.98076 1.31495 -1.79197  C12 1.541, C14 1.577, C23 1.614
14 C -2.05082 1.42539 -0.63919  C5 1.545, C13 1.577, C15 1.587
15 C -3.50294 1.87758 -1.09303  C14 1.587, O16 1.251, C17 1.619
16 O -4.28105 2.62525 -0.45943  C15 1.251
17 C -3.97745 1.34330 -2.54601  C15 1.619, C18 1.430, H35 1.141
18 C -3.00556 1.22105 -3.58841  C17 1.430, S19 1.875, C23 1.617
19 S -3.57196 0.54761 -5.24387  C18 1.875, C20 1.847, O21 1.503, O22 1.526
20 C -2.08099 -0.21232 -6.02441  S19 1.847, H36 1.146, H37 1.150, H38 1.154
21 O -4.26956 1.57951 -6.08429  S19 1.503
22 O -4.52983 -0.60313 -4.95048  S19 1.526
23 C -1.46677 1.62452 -3.29946  C13 1.614, C18 1.617, O24 1.253
24 O -0.71485 2.16603 -4.14349  C23 1.253
25 H -3.26155 -0.01928 4.93941  C1 1.156
26 H -2.30036 -1.51636 4.51776  C1 1.159
27 H -1.41025 0.08339 4.54210  C1 1.142
28 H -2.14029 -1.12358 2.13357  C2 1.153
29 H -3.85837 -0.69340 2.59364  C2 1.157
30 H -3.71545 1.34392 1.56746  C3 1.155
31 H 1.62258 0.58852 2.43989  C7 1.158
32 H 0.07251 1.00188 3.32440  C7 1.138
33 H 2.03650 0.28432 0.03854  C11 1.149
34 H 1.16446 0.83715 -2.50500  C12 1.149
35 H -5.07244 1.05150 -2.67543  C17 1.141
36 H -2.24310 -0.56660 -7.10260  C20 1.146
37 H -1.21422 0.54227 -6.05204  C20 1.150
38 H -1.73693 -1.09009 -5.35980  C20 1.154
39 C -0.56255 -5.72698 1.06235  O40 1.427, H47 1.090, H48 1.095, H49 1.094
40 O -1.64569 -5.32804 0.22301  C39 1.427, P41 1.727
41 P -1.26114 -5.34506 -1.46098  O40 1.727, O42 1.526, O43 1.645, O45 1.715
42 O -1.80827 -3.93164 -1.64134  P41 1.526
43 O -2.43198 -6.47225 -1.71273  P41 1.645, C44 1.420
44 C -3.75612 -6.20341 -1.27505  O43 1.420, H50 1.091, H51 1.092, H52 1.093
45 O -0.76818 -5.45674 -3.09988  P41 1.715, C46 1.418
46 C -1.76431 -5.41573 -4.10753  O45 1.418, H53 1.091, H54 1.093, H55 1.092
47 H -0.89035 -5.68540 2.10061  C39 1.090
48 H -0.26125 -6.75185 0.82270  C39 1.095
49 H 0.28450 -5.04890 0.92520  C39 1.094
50 H -3.95854 -5.13280 -1.21095  C44 1.091
51 H -3.91557 -6.66771 -0.29985  C44 1.092
52 H -4.45073 -6.64618 -1.99342  C44 1.093
53 H -2.54094 -4.68260 -3.88439  C46 1.091
54 H -2.21028 -6.40606 -4.22948  C46 1.093
55 H -1.28158 -5.13954 -5.04712  C46 1.092
56 C 3.82896 6.21527 -7.37611  O57 1.426, H64 1.090, H65 1.095, H66 1.094
57 O 3.19842 5.66695 -6.22046  C56 1.426, P58 1.728
58 P 2.04249 6.72654 -5.49393  O57 1.728, O59 1.526, O60 1.644, O62 1.715
59 O 2.66795 6.52798 -4.11593  P58 1.526
60 O 0.85818 5.62140 -5.77429  P58 1.644, C61 1.422
61 C 1.02366 4.29277 -5.29651  O60 1.422, H67 1.092, H68 1.092, H69 1.090
62 O 0.88783 7.84908 -4.90396  P58 1.715, C63 1.417
63 C -0.07238 7.39716 -3.96429  O62 1.417, H70 1.091, H71 1.093, H72 1.092
64 H 4.53865 5.48648 -7.76677  C56 1.090
65 H 3.08006 6.43204 -8.14468  C56 1.095
66 H 4.36448 7.13148 -7.11110  C56 1.094
67 H 1.69687 4.24454 -4.43851  C61 1.092
68 H 1.40892 3.66531 -6.10323  C61 1.092
69 H 0.04809 3.91421 -4.99311  C61 1.090
70 H 0.36365 6.71932 -3.22897  C63 1.091
71 H -0.89698 6.90294 -4.48427  C63 1.093
72 H -0.47021 8.27019 -3.44318  C63 1.092
73 C 5.65779 0.75549 8.79375  O74 1.426, H81 1.090, H82 1.095, H83 1.094
74 O 4.57463 -0.17108 8.84545  C73 1.426, P75 1.728
75 P 4.13843 -0.81356 7.30189  O74 1.728, O76 1.526, O77 1.645, O79 1.715
76 O 2.66606 -0.48995 7.53891  P75 1.526
77 O 4.50762 -2.32602 7.83230  P75 1.645, C78 1.420
78 C 3.89545 -2.81137 9.01818  O77 1.420, H84 1.091, H85 1.092, H86 1.093
79 O 3.84226 -1.41347 5.72266  P75 1.715, C80 1.419
80 C 3.03296 -2.56980 5.58048  O79 1.419, H87 1.091, H88 1.093, H89 1.091
81 H 5.86408 1.10956 9.80337  C73 1.090
82 H 6.55256 0.26474 8.39755  C73 1.095
83 H 5.39147 1.60766 8.16185  C73 1.094
84 H 2.93985 -2.32299 9.21711  C78 1.091
85 H 4.57066 -2.65770 9.86231  C78 1.092
86 H 3.71975 -3.88352 8.89871  C78 1.093
87 H 2.18043 -2.55878 6.26075  C80 1.091
88 H 3.63487 -3.46642 5.75109  C80 1.093
89 H 2.66077 -2.59815 4.55574  C80 1.091

Here are the Löwdin charges for atoms 1 to 5, given in e:
1. C -0.198
2. C -0.260
3. C -0.644
4. I 0.868
5. C -0.097

No. 2
Here is C3H4N2OS2 in the gas phase at a distorted geometry from OMol25. Energies are from the ωB97M-V functional and the def2-TZVPD basis.

Summary:
Structure (SMILES): [H]/N=C1\CSC(=S)ON1
Energy above the lowest of the compared OMol25 structures with the same formula, charge and spin in kcal per mole: 81.73

Last columns: bonded neighbours and bond lengths (Å).
Positions of all 12 atoms, in Å:
1 H -1.56629 -2.12063 -0.59413  N2 1.048
2 N -1.55696 -1.54281 0.27993  H1 1.048, C3 1.338
3 C -0.45395 -0.79523 0.39858  N2 1.338, C4 1.466, N9 1.396
4 C 0.75845 -0.80376 -0.42641  C3 1.466, S5 1.823, H10 1.086, H11 1.160
5 S 0.41743 0.61550 -1.51798  C4 1.823, C6 1.713
6 C 0.42771 1.85189 -0.33290  S5 1.713, S7 1.613, O8 1.393
7 S 0.32303 3.43192 -0.64242  C6 1.613
8 O 0.65194 1.26908 0.91267  C6 1.393, N9 1.480
9 N -0.29324 0.21673 1.34678  C3 1.396, O8 1.480, H12 0.934
10 H 1.75875 -0.86073 -0.00840  C4 1.086
11 H 0.66947 -1.83415 -0.95244  C4 1.160
12 H -1.13635 0.57220 1.53672  N9 0.934

Here are the natural (NBO) charges for atoms 1 to 5, given in e:
1. H 0.357
2. N -0.685
3. C 0.392
4. C -0.633
5. S 0.375

no.,E_LUMO (eV),electronic energy (Eh)
1,-2.794,-4075.5379
2,-0.536,-1097.7243